Record 1
A structure of composition C38H35N2O2P2SSbSe4Y. Source: the Open Molecules 2025 dataset; level of theory: ωB97M-V/def2-TZVPD.

- charge = -1
- HOMO level (eV) = -4.21
- relative energy (zero: lowest compared OMol25 entry of this formula, charge and spin) (kcal per mole) = 84.5

Structure (XYZ):
```
86
Properties=species:S:1:pos:R:3:lowdin_charge:R:1
Y -0.34128 -1.05928 -1.19608 0.389
C 5.58685 -5.49326 -3.85101 -0.053
C 4.82887 -4.41544 -3.12507 -0.270
C 3.43970 -4.41191 -3.10556 -0.024
C 2.72189 -3.45928 -2.40281 -0.041
C 3.42300 -2.47039 -1.72237 -0.273
C 4.81312 -2.44775 -1.72551 -0.048
C 5.50596 -3.41959 -2.42866 -0.041
S 2.57556 -1.26510 -0.78018 0.589
O 3.57526 -0.61657 0.03467 -0.298
O 1.47629 -2.00938 -0.05443 -0.421
N 1.78125 -0.35655 -1.72169 -0.256
C 1.82264 0.99853 -2.03631 -0.393
C 2.98547 1.75879 -2.10496 -0.002
C 2.85350 3.08753 -2.45704 -0.066
C 1.59358 3.61001 -2.73326 -0.071
C 0.50589 2.75987 -2.64401 -0.127
N 0.60613 1.47569 -2.30672 0.072
H 4.94818 -6.00806 -4.56742 0.074
H 5.97239 -6.23879 -3.15261 0.081
H 6.43925 -5.08078 -4.39179 0.077
H 2.89871 -5.17275 -3.65551 0.118
H 1.63846 -3.48667 -2.38532 0.088
H 5.34117 -1.68194 -1.17932 0.106
H 6.58941 -3.40691 -2.43198 0.112
H 3.94660 1.32132 -1.88052 0.110
H 3.73249 3.71626 -2.52538 0.105
H 1.45713 4.64263 -3.01760 0.096
H -0.49482 3.11587 -2.86446 0.114
C -0.27496 0.25001 1.42113 -0.412
C -0.81494 1.59224 0.80266 -0.370
P -2.69864 1.73664 0.94086 1.063
C -3.35125 1.72650 -0.76945 -0.393
C -2.77796 1.02382 -1.81462 -0.145
C -3.38334 0.90824 -3.06198 -0.068
C -4.61389 1.50123 -3.26089 -0.072
C -5.22984 2.19844 -2.22237 -0.084
C -4.60706 2.30346 -0.99022 -0.121
C -2.79544 3.53086 1.33420 -0.394
C -2.93152 3.87662 2.67621 -0.114
C -2.91063 5.20780 3.07374 -0.095
C -2.75730 6.20941 2.12806 -0.101
C -2.62768 5.87945 0.78413 -0.087
C -2.64405 4.54971 0.39374 -0.090
P -0.99924 0.04795 3.15355 1.060
C 0.58425 -0.24550 4.06083 -0.374
C 1.61463 0.68686 3.91467 -0.115
C 2.81562 0.54917 4.58740 -0.088
C 3.01104 -0.52030 5.45453 -0.099
C 1.97970 -1.42335 5.65166 -0.091
C 0.77954 -1.28245 4.96498 -0.099
C -1.74427 -1.60058 3.04601 -0.414
C -3.10734 -1.68035 3.32032 -0.114
C -3.76726 -2.90164 3.26820 -0.085
C -3.06597 -4.05118 2.93863 -0.084
C -1.71135 -3.97824 2.63637 -0.082
C -1.05833 -2.75936 2.68420 -0.110
H 0.80985 0.20846 1.52797 0.065
H -0.60082 -0.58644 0.80128 -0.031
H -0.49085 1.78612 -0.22283 0.040
H -0.41874 2.36562 1.46455 0.071
H -1.80931 0.58270 -1.68451 -0.014
H -2.88800 0.35925 -3.85497 0.031
H -5.09979 1.41712 -4.22418 0.103
H -6.19885 2.65543 -2.37265 0.097
H -5.10728 2.84685 -0.19652 0.102
H -3.05042 3.09220 3.41457 0.089
H -3.01847 5.45802 4.12112 0.098
H -2.73634 7.24754 2.43523 0.096
H -2.51248 6.65761 0.04123 0.099
H -2.54718 4.29184 -0.65415 0.104
H 1.48895 1.54263 3.25818 0.101
H 3.60161 1.27792 4.43890 0.100
H 3.95511 -0.64978 5.96643 0.096
H 2.10291 -2.25068 6.33868 0.099
H -0.01200 -2.00134 5.13866 0.100
H -3.65652 -0.77449 3.54943 0.088
H -4.83033 -2.94615 3.46436 0.099
H -3.58634 -4.99817 2.87859 0.100
H -1.17349 -4.86428 2.32707 0.107
H -0.01095 -2.70440 2.40393 0.111
Se 1.12278 -0.84848 -5.32482 -0.174
Sb -1.09716 -1.97597 -6.18710 0.194
Se -2.25171 -2.63457 -1.24287 -0.108
Se -0.55336 -1.68243 -3.55515 -0.127
Se -2.56608 -0.19375 -6.75409 -0.303
```

=====

Record 2
The molecule C12H14ClN7O4. Source: the Open Molecules 2025 dataset; level of theory: ωB97M-V/def2-TZVPD.

- structure (SMILES) = CCn1cc(Cl)c(C(=O)NNC(=O)CCn2ccc([N+](=O)[O-])n2)n1
- HOMO level (eV) = -9.00

Structure (XYZ):
```
38
Properties=species:S:1:pos:R:3:nbo_charge:R:1
C -1.84889 -3.66585 -0.23892 -0.622
C -3.06301 -3.08069 0.47162 -0.203
N -3.12407 -1.65312 0.27314 -0.126
C -4.16407 -0.92259 -0.17553 -0.065
C -3.74314 0.39349 -0.18947 -0.120
Cl -4.64459 1.75573 -0.66889 0.058
C -2.40976 0.35327 0.27234 -0.022
C -1.44051 1.44900 0.42906 0.655
O -1.67944 2.62741 0.27888 -0.587
N -0.21626 0.98430 0.82379 -0.462
N 0.88409 1.82262 0.82872 -0.443
C 1.64332 1.98722 -0.28014 0.679
O 1.43740 1.41578 -1.32459 -0.600
C 2.88988 2.84410 -0.04280 -0.505
C 3.91792 1.99760 0.73266 -0.203
N 3.90005 0.64756 0.23349 -0.138
C 4.61071 0.11345 -0.78410 -0.036
C 4.09648 -1.13662 -1.02734 -0.276
C 3.04364 -1.24766 -0.09996 0.159
N 2.11032 -2.29911 0.04092 0.525
O 2.35336 -3.34445 -0.52676 -0.369
O 1.11396 -2.08518 0.70183 -0.377
N 2.95196 -0.15771 0.65105 -0.212
N -2.07681 -0.90602 0.54258 -0.241
H -1.91535 -3.49660 -1.31069 0.209
H -1.78966 -4.73440 -0.05493 0.215
H -0.94775 -3.18922 0.13674 0.250
H -2.98881 -3.28006 1.54552 0.208
H -3.99202 -3.51247 0.09344 0.205
H -5.10450 -1.35302 -0.44957 0.227
H -0.03482 -0.01587 0.80640 0.434
H 0.98083 2.42974 1.63148 0.392
H 3.28828 3.11567 -1.02065 0.238
H 2.65212 3.74961 0.51221 0.228
H 3.64609 1.94992 1.78940 0.227
H 4.92317 2.41060 0.62932 0.221
H 5.41411 0.64378 -1.25269 0.227
H 4.39362 -1.86044 -1.75557 0.251
```

=====

Record 3
A structure of composition C3H4FP. Source: the Open Molecules 2025 dataset; level of theory: ωB97M-V/def2-TZVPD.

- HOMO level (eV) = -8.29
- relative energy (zero: lowest compared OMol25 entry of this formula, charge and spin) (kcal per mole) = 37.2

Structure (XYZ):
```
9
Properties=species:S:1:pos:R:3:nbo_charge:R:1
C -0.92922 1.29147 -0.85848 -0.245
C -0.71564 0.29640 -0.05395 -0.268
C 0.40983 -0.59111 0.15610 -0.679
F -3.14327 -0.79963 -0.37803 -0.607
P -2.57547 0.48125 0.60079 0.818
H -0.92809 2.24993 -1.39720 0.267
H 0.01246 -1.57565 -0.19127 0.245
H 0.95125 -0.60481 1.17800 0.246
H 1.25205 -0.31083 -0.56841 0.222
```

=====

Record 4
A structure of composition C31H25F4MoN4Sb2. Source: the Open Molecules 2025 dataset; level of theory: ωB97M-V/def2-TZVPD.

- charge = +3
- HOMO level (eV) = -16.57
- relative energy (zero: lowest compared OMol25 entry of this formula, charge and spin) (kcal per mole) = 0.0

Structure (XYZ):
```
67
Properties=species:S:1:pos:R:3:nbo_charge:R:1
Mo 0.46400 -0.64416 1.45897 0.527
C 3.65641 -2.72966 -0.03949 -0.953
Sb 2.21029 -2.74462 1.49106 1.308
C 3.23748 -3.05223 3.31560 -0.942
C 1.05629 -4.54131 1.12079 -0.676
C 0.55142 -4.60570 -0.28236 -0.069
C 1.40077 -5.12897 -1.26227 -0.194
C 1.00081 -5.24359 -2.58014 -0.178
C -0.28041 -4.84240 -2.94445 -0.181
C -1.13384 -4.33144 -1.98526 -0.202
C -0.74024 -4.19500 -0.65011 -0.074
C -1.72816 -3.65190 0.32835 -0.684
Sb -1.86079 -1.47736 0.27516 1.328
C -2.25668 -0.98287 -1.73130 -0.942
C -3.59473 -1.02076 1.39210 -0.947
H 3.15711 -2.77945 -1.00405 0.261
H 4.29906 -3.59765 0.09866 0.270
H 4.24593 -1.81775 0.02723 0.265
H 3.83698 -3.95630 3.22037 0.273
H 2.52110 -3.16638 4.12608 0.262
H 3.88835 -2.20239 3.51007 0.267
H 0.29646 -4.60596 1.89484 0.250
H 1.79726 -5.31997 1.30941 0.276
H 2.38288 -5.48597 -0.97280 0.227
H 1.66917 -5.67366 -3.31370 0.250
H -0.62047 -4.95995 -3.96457 0.250
H -2.14752 -4.06622 -2.26585 0.226
H -1.56300 -3.94291 1.36200 0.247
H -2.75109 -3.92445 0.06216 0.276
H -3.28381 -1.29381 -1.91942 0.269
H -1.57939 -1.51290 -2.39500 0.258
H -2.15076 0.09085 -1.85818 0.278
H -4.41724 -1.59441 0.96621 0.271
H -3.78471 0.04429 1.27916 0.275
H -3.46348 -1.28838 2.43766 0.258
F 1.38736 4.16833 3.16370 -0.280
C 0.55342 5.09371 2.68801 0.325
C 0.71192 6.39911 3.01538 0.450
F 1.69140 6.74348 3.80536 -0.229
C -0.19363 7.41025 2.51201 -0.165
C -1.24599 6.93511 1.63895 0.449
C -1.37670 5.62101 1.32516 0.342
F -2.35392 5.22630 0.52506 -0.264
C -0.49082 4.64231 1.84512 0.032
C -0.64586 3.27175 1.56387 -0.410
C 0.13305 2.23402 2.05574 0.635
N 0.59503 1.19648 2.36035 -0.578
C -1.66839 2.66479 0.76144 0.311
N -2.35897 1.96153 0.16739 -0.317
F -2.09706 7.78870 1.14110 -0.227
C -0.06512 8.73872 2.84503 0.053
C -0.95110 9.75638 2.38353 0.176
N -1.65619 10.61098 2.07455 -0.041
C 0.97025 9.23757 3.69016 0.178
N 1.80278 9.69419 4.33903 -0.047
C 1.07350 -0.44747 -0.14155 0.156
C 1.56496 -0.30875 -1.46847 -0.318
C 1.29226 -1.30767 -2.41646 -0.172
C 1.79362 -1.18082 -3.69626 -0.146
C 2.56477 -0.06876 -4.02898 -0.127
C 2.84554 0.91584 -3.08763 -0.196
C 2.35136 0.80502 -1.80199 -0.121
H 0.71196 -2.18177 -2.13479 0.229
H 1.59153 -1.94382 -4.43541 0.239
H 2.95671 0.02834 -5.03285 0.253
H 3.45376 1.76682 -3.36184 0.253
H 2.56687 1.56086 -1.05841 0.227
```

=====

Record 5
The ion C5H12N3 with charge +1. Source: the Open Molecules 2025 dataset; level of theory: ωB97M-V/def2-TZVPD.

- charge = +1
- structure (SMILES) = [H]/N=C(\N[NH3+])[C@H](C)C=C
- HOMO level (eV) = -12.82
- relative energy (zero: lowest compared OMol25 entry of this formula, charge and spin) (kcal per mole) = 80.5

Structure (XYZ):
```
20
Properties=species:S:1:pos:R:3:nbo_charge:R:1
H -0.45737 2.40008 0.81700 0.331
N -0.28587 1.67443 0.12300 -0.647
C -0.24818 0.46292 0.38761 0.449
N -0.39252 -0.13697 1.64291 -0.476
N -0.29948 0.71363 2.78292 -0.517
C 0.02767 -0.62958 -0.82583 -0.274
C 1.32684 -1.37257 -0.56045 -0.612
C 0.01708 0.12309 -2.11719 -0.203
C -1.09132 0.36286 -2.79185 -0.325
H -0.14119 -1.10744 1.76702 0.427
H 0.56540 0.58915 3.34114 0.443
H -1.11961 0.63686 3.41124 0.448
H -0.28588 1.67995 2.34441 0.440
H -0.82610 -1.30893 -0.77603 0.227
H 2.15981 -0.68178 -0.45887 0.221
H 1.52857 -2.02261 -1.40632 0.249
H 1.27173 -2.00034 0.32783 0.194
H 0.97495 0.48125 -2.46263 0.215
H -1.09634 0.91500 -3.71408 0.217
H -2.04864 0.01635 -2.43732 0.191
```

=====

Record 6
A cluster of 2 separate species, CH2O3S2 in total. Source: the Open Molecules 2025 dataset; level of theory: ωB97M-V/def2-TZVPD.

- HOMO level (eV) = -10.18
- relative energy (zero: lowest compared OMol25 entry of this formula, charge and spin) (kcal per mole) = 4.7

Structure (XYZ):
```
8
Properties=species:S:1:pos:R:3:nbo_charge:R:1
C 0.29504 -0.73855 -0.01452 0.221
O -2.55259 1.10240 -0.81350 -0.851
O -3.41436 -0.24516 1.09050 -0.814
O -0.72576 -1.24881 -0.46820 -0.597
S 0.39034 0.94545 0.25277 0.005
S -3.32852 -0.00981 -0.31145 1.701
H 1.25711 -1.24563 0.31997 0.150
H -0.97649 0.92863 -0.04278 0.185
```

=====

| no. | molecular weight (g mol⁻¹) | HOMO-LUMO gap (eV) |
| --- | --- | --- |
| 1 | 1172.2 | 6.42 |
| 2 | 355.7 | 8.70 |
| 3 | 90.0 | 8.59 |
| 4 | 869.0 | 5.52 |
| 5 | 114.2 | 8.73 |
| 6 | 126.2 | 9.01 |